(1)
Molecular formula: C18H49N5O2PSi4
Method: DFT, ωB97M-V/def2-TZVPD

Calculated values
Gap between HOMO and LUMO in eV: 7.9
Molar mass in g mol⁻¹: 510.9
Total energy in hartree: -2638.82040

ORCA input file:
```
! wB97M-V def2-TZVPD RIJCOSX def2/J DEFGRID3
* xyz 1 1
C -0.12 4.76 -2.82
C -0.23 3.50 -3.23
N -0.50 2.48 -2.26
N -1.64 1.71 -2.28
C -1.54 0.94 -1.26
P -2.77 -0.31 -0.70
N -4.14 -0.16 -1.41
N -0.36 1.18 -0.59
C 0.28 2.17 -1.23
N 1.49 2.67 -0.84
C 1.21 3.56 0.38
C 1.33 2.82 1.71
H 0.53 5.47 -3.32
H -0.70 5.10 -1.97
H -0.20 3.18 -4.27
H -2.76 -0.15 0.70
H -2.08 -1.51 -0.92
H -4.90 0.01 -0.76
H -0.03 0.73 0.25
H 1.95 3.20 -1.57
H 1.83 4.45 0.35
H 0.16 3.87 0.30
H 0.42 2.23 1.90
H 2.19 2.15 1.77
H 1.43 3.58 2.49
O -6.45 -5.09 -1.47
Si -6.13 -4.60 -3.01
C -7.72 -4.35 -3.96
C -5.11 -5.89 -3.90
C -5.19 -2.99 -2.97
Si -7.19 -6.31 -0.65
C -7.04 -6.00 1.19
C -6.37 -7.94 -1.05
C -8.99 -6.41 -1.10
H -8.26 -5.29 -4.09
H -7.52 -3.94 -4.95
H -8.39 -3.66 -3.43
H -4.20 -6.12 -3.34
H -4.81 -5.52 -4.88
H -5.66 -6.82 -4.03
H -4.24 -3.10 -2.44
H -5.76 -2.21 -2.48
H -4.98 -2.66 -3.99
H -6.00 -5.96 1.50
H -7.53 -6.81 1.74
H -7.52 -5.06 1.47
H -6.53 -8.22 -2.10
H -6.79 -8.74 -0.43
H -5.30 -7.90 -0.87
H -9.13 -6.69 -2.15
H -9.49 -5.45 -0.95
H -9.50 -7.16 -0.49
O 6.79 4.01 2.27
Si 7.96 4.61 3.28
C 9.60 3.79 2.93
C 7.49 4.29 5.06
C 8.12 6.44 3.01
Si 6.06 2.60 1.87
C 4.78 2.92 0.54
C 5.19 1.87 3.36
C 7.29 1.36 1.23
H 9.57 2.72 3.17
H 10.38 4.25 3.52
H 9.87 3.88 1.87
H 6.50 4.69 5.28
H 8.21 4.76 5.73
H 7.48 3.22 5.28
H 7.19 6.96 3.23
H 8.41 6.67 1.99
H 8.89 6.84 3.68
H 4.02 3.62 0.89
H 4.28 1.99 0.27
H 5.24 3.33 -0.36
H 5.90 1.57 4.13
H 4.61 0.99 3.07
H 4.50 2.59 3.81
H 8.00 1.06 2.01
H 7.87 1.77 0.40
H 6.79 0.46 0.88
*
```



(2)
Molecular formula: C18H49O11PS6
Method: DFT, ωB97M-V/def2-TZVPD

Calculated values
Gap between HOMO and LUMO in eV: 8.8
Molar mass in g mol⁻¹: 665.0
Total energy in hartree: -4273.20409

ORCA input file:
```
! wB97M-V def2-TZVPD RIJCOSX def2/J DEFGRID3
* xyz 0 1
C 3.22 -4.42 -3.17
C 1.83 -4.74 -2.61
C 1.83 -5.07 -1.11
O 2.76 -4.29 -0.35
C 2.33 -2.96 -0.25
O 3.20 -2.30 0.66
C 4.00 -1.33 0.18
O 4.19 -0.33 0.77
O 4.56 -1.66 -1.00
P 6.13 -2.28 -1.15
C 5.95 -3.81 -0.15
O 6.98 -1.33 -0.14
H 3.18 -4.33 -4.26
H 3.93 -5.22 -2.92
H 3.61 -3.48 -2.78
H 1.15 -3.89 -2.80
H 1.43 -5.61 -3.13
H 0.83 -4.90 -0.69
H 2.09 -6.11 -0.93
H 2.33 -2.45 -1.21
H 1.33 -2.92 0.20
H 6.36 -3.70 0.86
H 4.90 -4.12 -0.08
H 6.51 -4.61 -0.65
H 6.84 -1.49 0.80
C 0.40 0.92 -1.88
S -0.18 -0.68 -2.41
O 1.03 -1.52 -2.67
C -0.83 -0.15 -3.98
H 0.87 0.80 -0.90
H 1.13 1.29 -2.60
H -0.45 1.61 -1.82
H -0.03 0.30 -4.57
H -1.61 0.58 -3.77
H -1.22 -1.02 -4.50
C -4.01 4.54 -4.50
S -3.82 3.07 -3.49
O -2.39 2.64 -3.62
C -4.78 1.97 -4.50
H -3.42 5.34 -4.03
H -3.63 4.34 -5.50
H -5.06 4.82 -4.52
H -4.39 1.95 -5.51
H -5.82 2.28 -4.48
H -4.72 0.98 -4.04
C -4.84 0.88 -0.48
S -5.95 -0.38 -1.12
O -5.96 -0.22 -2.60
C -7.46 0.36 -0.51
H -3.83 0.62 -0.79
H -5.12 1.85 -0.90
H -4.90 0.89 0.61
H -7.56 1.37 -0.92
H -7.43 0.38 0.58
H -8.29 -0.27 -0.84
C 2.22 2.41 4.16
S 1.44 1.07 3.27
O 0.22 0.68 4.04
C 2.69 -0.17 3.62
H 1.57 3.28 4.10
H 2.35 2.12 5.21
H 3.18 2.65 3.71
H 2.78 -0.28 4.70
H 3.63 0.14 3.17
H 2.36 -1.10 3.17
C -2.92 -2.53 2.66
S -3.88 -2.24 1.18
O -5.31 -2.23 1.59
C -3.56 -3.83 0.41
H -3.03 -1.66 3.30
H -3.31 -3.42 3.17
H -1.87 -2.66 2.40
H -3.90 -4.62 1.07
H -2.49 -3.92 0.20
H -4.12 -3.85 -0.52
C 1.95 6.96 3.91
S 3.45 6.61 4.84
O 3.63 5.13 4.81
C 2.77 7.00 6.46
H 2.16 6.72 2.87
H 1.15 6.33 4.29
H 1.70 8.02 4.01
H 1.91 6.37 6.65
H 2.50 8.06 6.50
H 3.55 6.79 7.19
*
```